{"formula": "C68H70F2NO15P2", "method": "wB97M-V/def2-TZVPD", "species": ["C", "C", "P", "C", "C", "P", "O", "O", "C", "C", "O", "C", "C", "O", "C", "C", "C", "O", "F", "C", "C", "C", "C", "C", "C", "C", "C", "C", "C", "C", "C", "O", "C", "C", "O", "N", "C", "O", "F", "O", "H", "H", "H", "H", "H", "H", "H", "H", "H", "H", "H", "H", "H", "H", "H", "H", "H", "H", "H", "H", "H", "H", "H", "H", "H", "H", "H", "H", "H", "H", "H", "H", "H", "H", "H", "H", "H", "H", "H", "H", "H", "H", "H", "H", "H", "H", "C", "C", "C", "C", "C", "C", "C", "O", "C", "C", "C", "C", "C", "C", "C", "O", "H", "H", "H", "H", "H", "H", "H", "H", "C", "C", "C", "C", "C", "C", "C", "O", "C", "C", "C", "C", "C", "C", "C", "O", "H", "H", "H", "H", "H", "H", "H", "H", "C", "C", "C", "C", "C", "C", "C", "O", "C", "C", "C", "C", "C", "C", "C", "O", "H", "H", "H", "H", "H", "H", "H", "H"], "xyz": [[-0.68793, 4.91139, 9.01926], [-1.10216, 4.47906, 7.96884], [-1.69692, 3.93230, 6.23695], [0.12768, 3.79230, 5.66195], [0.35154, 2.44599, 4.97310], [1.65147, 1.42972, 5.73665], [2.51595, 2.07246, 6.74045], [2.61420, 0.87474, 4.53381], [1.95608, 0.09945, 3.52612], [2.61794, 0.33452, 2.16033], [0.86527, 0.15054, 6.34759], [1.70628, -0.96376, 6.73420], [1.11332, -1.54318, 8.01164], [-1.75952, 5.56854, 5.66917], [-2.93999, 6.28554, 6.00082], [-2.62464, 7.15484, 7.27545], [-3.53922, 7.03318, 8.46043], [-3.43110, 6.41624, 9.45868], [-4.64718, 7.85145, 8.32141], [-3.99944, 5.18156, 6.10634], [-5.36975, 5.53397, 6.69420], [-6.54917, 4.73652, 6.15922], [-7.78249, 4.90332, 7.08191], [-9.09747, 4.87663, 6.27778], [-9.28935, 3.62958, 5.39254], [-10.45203, 2.71399, 5.84571], [-11.01100, 1.85862, 4.69212], [-12.41194, 1.33155, 5.02377], [-12.76478, 0.02030, 4.29662], [-12.30782, -1.21157, 5.08732], [-13.14825, -1.45845, 6.33908], [-13.16799, -2.85367, 6.65716], [-12.50287, -3.15678, 7.86205], [-4.27912, 4.73203, 4.59302], [-4.47576, 3.59995, 4.27160], [-4.27206, 5.72629, 3.52076], [-5.23747, 6.72105, 3.56563], [-5.30539, 7.62574, 4.33096], [-6.14684, 6.57579, 2.57601], [-3.38570, 4.09385, 6.69016], [-0.33340, 5.31794, 9.93552], [-1.73213, 2.58871, 6.75947], [-2.03878, 3.35741, 4.95266], [0.36070, 4.58883, 4.95415], [0.78692, 3.93577, 6.51522], [0.63974, 2.54526, 3.92265], [-0.56430, 1.83855, 4.96983], [0.89548, 0.35363, 3.44549], [1.98856, -0.95898, 3.79535], [2.74786, -0.61573, 1.64197], [1.94285, 0.93451, 1.54962], [3.57002, 0.84292, 2.28900], [2.72378, -0.60736, 6.89484], [1.68388, -1.68521, 5.91552], [1.46186, -0.95578, 8.85994], [1.35065, -2.59950, 8.13408], [0.02943, -1.43575, 7.97315], [-3.05917, 6.99613, 5.19010], [-1.61391, 6.94176, 7.60592], [-2.66557, 8.20868, 6.98837], [-5.30995, 5.33724, 7.76992], [-5.53120, 6.60676, 6.60071], [-6.31417, 3.67731, 6.07097], [-6.86568, 5.08009, 5.16793], [-7.78881, 4.14546, 7.86600], [-7.71781, 5.90149, 7.52338], [-9.95453, 5.02727, 6.93888], [-9.06204, 5.75971, 5.63216], [-8.39036, 3.01242, 5.36738], [-9.46966, 3.95294, 4.36488], [-11.23565, 3.31903, 6.30400], [-10.03861, 2.01225, 6.57356], [-10.98505, 2.40372, 3.74727], [-10.33807, 1.00236, 4.57480], [-13.15513, 2.10978, 4.83806], [-12.43561, 1.13505, 6.09982], [-13.85070, -0.02746, 4.16261], [-12.32470, 0.00777, 3.29759], [-11.27243, -1.04336, 5.40014], [-12.34082, -2.08862, 4.44200], [-12.73494, -0.92651, 7.19876], [-14.17930, -1.12663, 6.18611], [-13.01193, -2.73249, 8.73569], [-12.47966, -4.23988, 7.96998], [-11.47270, -2.78238, 7.84836], [-4.24090, 5.25469, 2.62511], [-0.35007, -8.08177, 0.96350], [-0.57496, -7.08110, 1.90348], [-0.13752, -5.78985, 1.66256], [0.53532, -5.49531, 0.48312], [0.77693, -6.50315, -0.45236], [0.32440, -7.79466, -0.21102], [1.53048, -6.21999, -1.70599], [1.73452, -7.09483, -2.52266], [2.03086, -4.83422, -1.92489], [2.77989, -4.55700, -3.06213], [3.24391, -3.27234, -3.28817], [2.95474, -2.25606, -2.38321], [2.21160, -2.52637, -1.24665], [1.75420, -3.81684, -1.00870], [0.98329, -4.09610, 0.23523], [0.73092, -3.21311, 1.02679], [-0.69963, -9.08864, 1.15108], [-1.09419, -7.30990, 2.82483], [-0.31352, -5.00520, 2.38553], [0.50662, -8.56805, -0.94432], [2.99835, -5.35086, -3.76303], [3.83362, -3.06006, -4.17146], [3.31344, -1.25129, -2.56446], [1.98869, -1.73722, -0.54154], [8.66632, -5.82188, -9.93566], [8.94099, -5.36509, -8.65018], [8.01414, -4.58834, -7.97523], [6.81146, -4.25678, -8.58742], [6.54260, -4.70165, -9.88341], [7.46938, -5.49284, -10.55041], [5.28192, -4.32148, -10.57935], [5.05396, -4.70772, -11.70769], [4.32061, -3.44411, -9.85720], [3.16105, -3.03404, -10.50385], [2.25054, -2.22658, -9.84373], [2.49026, -1.83051, -8.53202], [3.64629, -2.23243, -7.88457], [4.56869, -3.03389, -8.54532], [5.82062, -3.43018, -7.84205], [6.03155, -3.08804, -6.69772], [9.39096, -6.43152, -10.45956], [9.88130, -5.61355, -8.17623], [8.22024, -4.23042, -6.97608], [7.25342, -5.84368, -11.55068], [2.97912, -3.34884, -11.52211], [1.34987, -1.90514, -10.34990], [1.77424, -1.20477, -8.01578], [3.83615, -1.92140, -6.86664], [8.85011, -2.73614, -12.09813], [9.05133, -2.03662, -13.28392], [9.91824, -0.95671, -13.31457], [10.58008, -0.56540, -12.15651], [10.36265, -1.25741, -10.96306], [9.50231, -2.34740, -10.94135], [11.02856, -0.83715, -9.69921], [10.84766, -1.44596, -8.66512], [11.92020, 0.35541, -9.74132], [12.51273, 0.79901, -8.56542], [13.35344, 1.89879, -8.58767], [13.61221, 2.55630, -9.78597], [13.02166, 2.12085, -10.96013], [12.16844, 1.02433, -10.94180], [11.52026, 0.58849, -12.21094], [11.74950, 1.15942, -13.25706], [8.17756, -3.58169, -12.07256], [8.53068, -2.33604, -14.18410], [10.08448, -0.41047, -14.23279], [9.34422, -2.88492, -10.01572], [12.30933, 0.28125, -7.63825], [13.81003, 2.24588, -7.67012], [14.27388, 3.41239, -9.80158], [13.21498, 2.62915, -11.89463]], "e_above_lowest_ev": 0.535, "e_homo_ev": -5.236, "total_charge": -1, "lumo_energy_ev": -0.41, "multiplicity": 1}

{"formula": "C68H81O7PSiSn", "method": "wB97M-V/def2-TZVPD", "species": ["Sn", "C", "O", "C", "C", "C", "C", "C", "C", "C", "C", "C", "C", "C", "C", "C", "C", "C", "C", "C", "C", "C", "C", "C", "C", "C", "C", "C", "C", "C", "C", "C", "C", "O", "C", "C", "C", "C", "C", "O", "C", "C", "C", "C", "C", "C", "O", "C", "C", "C", "C", "H", "H", "H", "H", "H", "H", "H", "H", "H", "H", "H", "H", "H", "H", "H", "H", "H", "H", "H", "H", "H", "H", "H", "H", "H", "H", "H", "H", "H", "H", "H", "H", "H", "H", "H", "H", "H", "H", "H", "H", "H", "H", "H", "H", "H", "H", "H", "H", "H", "H", "H", "H", "H", "H", "H", "H", "H", "H", "O", "C", "O", "C", "C", "C", "C", "C", "C", "P", "C", "C", "C", "C", "C", "C", "C", "C", "C", "C", "C", "C", "H", "H", "H", "H", "H", "H", "H", "H", "H", "H", "H", "H", "H", "H", "C", "Si", "C", "C", "O", "H", "H", "H", "H", "H", "H", "H", "H", "H"], "xyz": [[0.11880, 0.01470, 0.44580], [1.86820, -3.18340, 0.75650], [1.11360, -2.47170, -0.20230], [0.38640, -3.24820, -1.08410], [-0.63360, -4.08740, -0.62720], [-1.20800, -3.97480, 0.76420], [-2.63100, -3.48240, 0.66470], [-3.68200, -4.36800, 0.73090], [-5.01150, -3.96270, 0.65350], [-5.24030, -2.59870, 0.50580], [-4.21370, -1.67520, 0.45320], [-4.50910, -0.18940, 0.46390], [-4.29090, 0.46890, -0.87780], [-5.32330, 0.38510, -1.80700], [-5.22230, 0.89770, -3.09440], [-3.97090, 1.34950, -3.48730], [-2.90690, 1.43600, -2.60280], [-1.55820, 1.87390, -3.11210], [-0.84950, 0.74460, -3.83160], [-1.03270, 0.54150, -5.18520], [-0.37180, -0.46300, -5.88480], [0.46590, -1.29560, -5.14630], [0.66590, -1.14110, -3.79130], [1.54480, -2.09700, -3.01580], [0.68730, -3.19910, -2.44820], [0.13760, -4.16320, -3.28730], [-0.74910, -5.12430, -2.82420], [-1.17820, -5.00940, -1.50720], [-1.27090, -6.27610, -3.67540], [-0.65850, -6.30200, -5.07930], [-0.89580, -7.59110, -2.97420], [-2.79450, -6.16500, -3.81500], [0.03750, -0.07810, -3.08850], [0.29200, 0.15770, -1.85210], [-0.47370, -0.64540, -7.39470], [0.89210, -0.31470, -8.01550], [-0.85750, -2.09180, -7.73990], [-1.50990, 0.28650, -8.03150], [-3.10900, 1.12960, -1.24590], [-2.13300, 1.55800, -0.38220], [-2.51790, 2.15110, 0.84030], [-6.46200, 1.04500, -3.97040], [-6.14680, 1.51960, -5.39380], [-7.35290, 2.11220, -3.31230], [-7.23670, -0.27430, -4.07090], [-2.85440, -2.08560, 0.51950], [-1.88880, -1.24450, 0.49100], [-6.10780, -5.01220, 0.77260], [-7.51470, -4.40940, 0.74320], [-5.94470, -5.76400, 2.10440], [-5.98570, -6.01230, -0.38800], [1.64410, -4.25370, 0.71620], [1.65090, -2.79520, 1.75540], [2.93320, -3.03060, 0.55260], [-0.64230, -3.24800, 1.35180], [-1.18810, -4.95270, 1.26090], [-3.44980, -5.41980, 0.86620], [-6.25300, -2.22350, 0.44140], [-3.84960, 0.23980, 1.21240], [-5.54900, -0.03680, 0.77520], [-6.24450, -0.08130, -1.48550], [-3.80240, 1.68750, -4.49730], [-0.93230, 2.17340, -2.26990], [-1.68140, 2.72200, -3.79390], [-1.71520, 1.20140, -5.70180], [1.00660, -2.08690, -5.65210], [2.00910, -1.54030, -2.20070], [2.31660, -2.51410, -3.67000], [0.43410, -4.14480, -4.32390], [-1.96250, -5.65060, -1.13280], [0.42570, -6.36990, -5.02440], [-0.93050, -5.40960, -5.63670], [-1.02600, -7.17030, -5.62730], [0.18380, -7.65110, -2.85210], [-1.22480, -8.44840, -3.55910], [-1.34850, -7.65390, -1.98960], [-3.04880, -5.24060, -4.32720], [-3.27660, -6.14880, -2.84280], [-3.19180, -7.00380, -4.38650], [1.66200, -0.98410, -7.64260], [1.17690, 0.70000, -7.74630], [0.86020, -0.39270, -9.10350], [-0.10430, -2.79140, -7.38930], [-0.96190, -2.22350, -8.81810], [-1.80340, -2.35130, -7.27050], [-1.23680, 1.32570, -7.85970], [-2.50000, 0.10790, -7.61660], [-1.55510, 0.11880, -9.11000], [-2.35270, 1.47840, 1.68460], [-3.55860, 2.49060, 0.80720], [-1.85510, 3.00640, 0.98550], [-5.64810, 2.48530, -5.37800], [-7.07450, 1.63290, -5.95750], [-5.51490, 0.80720, -5.91870], [-6.80920, 3.05270, -3.24220], [-7.63420, 1.80710, -2.30780], [-8.25990, 2.27590, -3.89590], [-6.60530, -1.05400, -4.49100], [-8.11370, -0.15010, -4.70820], [-7.57360, -0.60130, -3.09200], [-7.64100, -3.70150, 1.55870], [-8.26250, -5.19580, 0.85640], [-7.69970, -3.90030, -0.19980], [-6.02470, -5.06730, 2.93650], [-4.97150, -6.24410, 2.16320], [-6.71150, -6.53270, 2.21550], [-6.04690, -5.48910, -1.34070], [-6.78240, -6.75760, -0.34470], [-5.03040, -6.53040, -0.34690], [4.62800, 0.29640, 0.01170], [3.76940, 1.14020, 0.25490], [2.59800, 0.96980, 0.67500], [4.13350, 2.61640, 0.08760], [5.46690, 2.99280, 0.03770], [5.81640, 4.32710, -0.01680], [4.81610, 5.28720, -0.04110], [3.48440, 4.91440, -0.03040], [3.12780, 3.57140, 0.03500], [1.35270, 3.08190, 0.04180], [0.88180, 4.16320, -1.38600], [1.63240, 3.82550, -2.51950], [1.32270, 4.30630, -3.77230], [0.23330, 5.14760, -3.94290], [-0.53570, 5.47650, -2.84160], [-0.23060, 4.97510, -1.58600], [0.96080, 3.90930, 1.62340], [-0.10510, 4.76930, 1.85890], [-0.39970, 5.20100, 3.13970], [0.35650, 4.77540, 4.21530], [1.41470, 3.90730, 3.99550], [1.70680, 3.47240, 2.71860], [6.20400, 2.20360, 0.03800], [6.85610, 4.62870, -0.04940], [5.08090, 6.33590, -0.07380], [2.71220, 5.67390, -0.07670], [2.46300, 3.14190, -2.40120], [1.92100, 4.01170, -4.62430], [-0.01950, 5.52510, -4.92610], [-1.39860, 6.12160, -2.96010], [-0.89190, 5.23340, -0.77380], [-0.72420, 5.11520, 1.04820], [-1.23540, 5.87060, 3.29830], [0.11560, 5.10770, 5.21790], [2.00480, 3.55890, 4.83200], [2.50210, 2.76110, 2.55620], [-1.14490, 1.18940, 5.56330], [-0.12180, 0.10130, 4.34750], [1.63380, 0.07620, 5.13760], [-0.74870, -1.70540, 4.58300], [-0.19340, 0.61630, 2.87850], [-0.96160, 0.94740, 6.60810], [-2.21130, 1.08940, 5.38100], [-0.88600, 2.23380, 5.41300], [1.63710, -0.30630, 6.15820], [2.05490, 1.07740, 5.15780], [2.30520, -0.54180, 4.54760], [-1.01750, -1.95170, 5.60900], [0.01290, -2.41390, 4.26330], [-1.62180, -1.87200, 3.95950]], "e_above_lowest_ev": 0.000, "e_homo_ev": -2.257, "total_charge": -2, "lumo_energy_ev": 3.70, "multiplicity": 1}

no.,electronic energy (hartree)
1,-4699.136507
2,-4011.841148